(1)
Here is a cluster of 4 separate species, C24H22N5O12 in total from OMol25. Energies are from wB97M-V/def2-TZVPD.

Structure (XYZ):
```
63
Properties=species:S:1:pos:R:3:nbo_charge:R:1
C 0.0877 4.9360 1.1428 -0.18
C -0.2185 5.5010 2.1530 -0.04
C -0.5543 5.9862 3.4986 -0.29
N -1.9581 5.7320 3.8185 -0.55
C -2.3509 4.5618 4.2909 0.59
N -1.5160 3.5179 4.5096 -0.47
C -2.2975 2.5516 4.9448 0.27
N -3.5691 2.9264 5.0158 -0.35
N -3.6274 4.2247 4.5827 -0.19
C -4.8805 4.9730 4.4836 -0.05
N -4.8180 5.8125 3.3038 -0.84
H 0.3508 4.4211 0.2490 0.25
H 0.0920 5.5245 4.2411 0.26
H -0.3880 7.0621 3.5492 0.25
H -2.6530 6.4419 3.6459 0.45
H -1.9006 1.5769 5.1835 0.25
H -4.3569 2.3713 5.3123 0.45
H -5.0688 5.5638 5.3791 0.22
H -5.6747 4.2226 4.4123 0.20
H -5.4902 6.5667 3.3757 0.39
H -5.0556 5.2633 2.4834 0.40
C -3.7283 2.6713 -1.5463 -0.43
C -3.0552 1.8893 -2.4079 0.42
C -2.0877 0.8293 -1.9378 0.46
O -1.5332 0.1631 -2.7863 -0.51
C -1.8725 0.6681 -0.5059 -0.36
C -2.5484 1.4508 0.3388 0.30
C -3.5256 2.4960 -0.1287 0.49
O -4.0931 3.1461 0.7415 -0.60
O -2.4388 1.4021 1.6658 -0.64
O -3.1843 1.9809 -3.7179 -0.62
H -4.4234 3.4316 -1.8730 0.25
H -1.1691 -0.0841 -0.1761 0.25
H -3.0576 2.0939 1.9725 0.49
H -2.6031 1.2984 -4.1096 0.52
C -0.2712 -2.7907 -2.9442 -0.40
C 0.8175 -3.4440 -2.5123 0.33
C 1.1432 -4.8437 -2.9738 0.47
O 2.1562 -5.3603 -2.5403 -0.54
C 0.2321 -5.4963 -3.8976 -0.42
C -0.8559 -4.8421 -4.3254 0.39
C -1.1703 -3.4376 -3.8794 0.46
O -2.1765 -2.9192 -4.3320 -0.55
O -1.7383 -5.3666 -5.1671 -0.64
O 1.6835 -2.9188 -1.6551 -0.64
H -0.5146 -1.7881 -2.6235 0.25
H 0.4659 -6.5034 -4.2126 0.25
H -2.4177 -4.6793 -5.3107 0.51
H 2.3869 -3.5862 -1.5183 0.53
C 6.4480 -3.2532 -1.3675 -0.40
C 7.7152 -3.6252 -1.6003 0.34
C 8.1622 -5.0610 -1.4797 0.47
O 9.3281 -5.3027 -1.7253 -0.53
C 7.1854 -6.0583 -1.0825 -0.39
C 5.9197 -5.6856 -0.8501 0.33
C 5.4738 -4.2531 -0.9850 0.49
O 4.3005 -4.0099 -0.7564 -0.58
O 4.9652 -6.5351 -0.4929 -0.62
O 8.6700 -2.7775 -1.9512 -0.62
H 6.1181 -2.2275 -1.4509 0.24
H 7.5158 -7.0831 -0.9911 0.25
H 4.1429 -6.0136 -0.4200 0.51
H 9.4821 -3.3117 -2.0594 0.51
```

Spin multiplicity ... 1
Charge ... +1
E ... -2104.1092 Eh
LUMO energy ... -3.793 eV
Largest force on an atom ... 0.94 eV Å⁻¹
Gap between HOMO and LUMO ... 6.97 eV

***

(2)
Here is a structure of composition C19H18N4ORhS2 from OMol25. Energies are from wB97M-V/def2-TZVPD.

Structure (XYZ):
```
45
Properties=species:S:1:pos:R:3:nbo_charge:R:1
Rh -0.6692 -1.5891 -2.0414 0.97
C -0.1765 0.6134 1.5866 -0.68
C -0.6503 0.1688 0.2375 0.37
N -0.0324 -0.8022 -0.3684 -0.26
N 1.1969 -1.1878 0.1751 -0.36
C 1.9482 -1.7894 -0.6662 -0.08
S 1.4237 -2.1738 -2.3100 0.00
S 3.5427 -2.3651 -0.3110 0.37
C 3.9018 -1.6387 1.3177 -0.54
C 4.1808 -0.1634 1.2625 -0.07
C 5.2434 0.3279 0.5073 -0.15
C 5.5005 1.6869 0.4617 -0.21
C 4.7023 2.5726 1.1765 -0.20
C 3.6537 2.0901 1.9422 -0.20
C 3.3948 0.7259 1.9814 -0.21
C -1.8060 0.8469 -0.3464 -0.18
C -2.5656 1.7304 0.4554 -0.14
C -3.5662 2.5145 -0.0592 -0.25
C -3.8386 2.4673 -1.4300 -0.13
C -3.1301 1.6177 -2.2455 -0.29
C -2.1136 0.8038 -1.7274 0.36
O -1.4772 0.0491 -2.6089 -0.62
H 0.2649 1.6083 1.5191 0.26
H -1.0256 0.6702 2.2624 0.24
H 0.5531 -0.0768 1.9886 0.26
H 3.0938 -1.8830 2.0047 0.24
H 4.7863 -2.1988 1.6255 0.25
H 5.8696 -0.3580 -0.0517 0.21
H 6.3294 2.0583 -0.1259 0.22
H 4.9083 3.6341 1.1449 0.22
H 3.0432 2.7748 2.5175 0.22
H 2.5905 0.3384 2.5931 0.20
H -2.3656 1.8050 1.5116 0.22
H -4.1279 3.1697 0.5907 0.23
H -4.6115 3.0949 -1.8535 0.23
H -3.3194 1.5636 -3.3094 0.24
N -2.8554 -2.9307 -0.4955 -0.31
C -4.1713 -3.1427 -0.3410 0.01
C -4.8205 -2.3761 -1.2825 -0.32
C -3.8052 -1.7198 -1.9813 0.01
N -2.6163 -2.0627 -1.4937 -0.34
H -2.0887 -3.3342 0.0177 0.43
H -4.5434 -3.8136 0.4144 0.25
H -5.8803 -2.3049 -1.4472 0.26
H -3.8707 -1.0217 -2.7982 0.25
```

Spin multiplicity ... 1
Charge ... +1
E ... -1935.7485 Eh
Relative energy (zero: lowest compared OMol25 entry of this formula, charge and spin) ... 0.000 eV
LUMO energy ... -4.553 eV
Largest force on an atom ... 0.82 eV Å⁻¹
Gap between HOMO and LUMO ... 6.76 eV

***

(3)
Here is a structure of composition C43H39AlN2O8P2S3 from OMol25. Energies are from wB97M-V/def2-TZVPD.

Structure (XYZ):
```
98
Properties=species:S:1:pos:R:3:lowdin_charge:R:1
Al 0.8155 -0.5029 1.6922 -0.08
N 3.0666 2.1859 5.0895 0.20
C 2.8011 1.6722 3.6901 -0.48
C 3.8422 2.2279 2.7269 -0.05
P 2.9185 -0.1506 3.7616 0.38
O 1.6580 -0.5466 4.6762 -0.10
O 4.1830 -0.6042 4.3419 -0.22
O 2.5197 -0.5330 2.3264 -0.21
P 1.0456 2.1842 3.3355 0.43
O 1.1558 3.4680 2.4132 -0.08
O 0.4651 2.5179 4.6420 -0.23
O 0.4291 1.0685 2.4674 -0.19
H 3.6452 1.5263 5.6216 0.16
H 2.1325 2.3325 5.5324 0.14
H 3.5587 3.0809 5.0583 0.17
H 4.8485 1.9403 3.0353 0.10
H 3.7698 3.3150 2.6707 0.10
H 3.6798 1.8236 1.7255 0.07
H 1.9116 -1.0818 5.4412 0.11
H 1.2343 3.3143 1.4611 0.09
C -6.2331 -1.5431 -2.7650 -0.03
C -5.1001 -1.0255 -1.9347 -0.24
C -3.7778 -1.1635 -2.3632 0.00
C -2.7280 -0.6784 -1.6081 -0.04
C -3.0068 -0.0502 -0.3983 -0.37
C -4.3114 0.0773 0.0644 -0.06
C -5.3485 -0.4044 -0.7138 -0.01
S -1.7631 0.5927 0.6519 1.18
O -0.6347 -0.4921 0.5570 -0.41
C -1.1126 2.0988 -0.0214 -0.31
C -1.5426 3.2044 0.7476 -0.08
C -1.0863 4.4534 0.4515 0.00
C -0.1212 4.6400 -0.5669 -0.15
C 0.4159 5.9237 -0.8356 -0.01
C 1.3484 6.0921 -1.8153 -0.04
C 1.7874 4.9845 -2.5750 -0.03
C 1.2831 3.7385 -2.3475 0.01
C 0.3146 3.5267 -1.3298 -0.10
C -0.2395 2.2331 -1.0756 -0.14
C 0.0445 1.1945 -2.1046 -0.16
C -0.6972 1.2951 -3.3219 -0.12
C -1.7983 2.1798 -3.4552 0.00
C -2.5024 2.2384 -4.6220 -0.04
C -2.1438 1.4255 -5.7190 -0.04
C -1.0863 0.5688 -5.6214 -0.01
C -0.3392 0.4822 -4.4222 -0.14
C 0.7735 -0.3899 -4.3138 0.02
C 1.4616 -0.4960 -3.1441 -0.04
C 1.0648 0.2805 -2.0290 -0.28
S 2.0027 0.1249 -0.5283 1.01
O 3.2764 0.8602 -0.5761 -0.40
C 2.3291 -1.6376 -0.5523 -0.39
C 3.6247 -2.0294 -0.2448 -0.04
C 3.9205 -3.3849 -0.1954 -0.01
C 2.9425 -4.3454 -0.4445 -0.26
C 3.2713 -5.8078 -0.4185 -0.03
C 1.6460 -3.9190 -0.7407 -0.03
C 1.3287 -2.5733 -0.8009 -0.08
H -5.8761 -2.0006 -3.6847 0.08
H -6.9179 -0.7361 -3.0268 0.10
H -6.8068 -2.2886 -2.2135 0.10
H -3.5735 -1.6552 -3.3046 0.12
H -1.7094 -0.8077 -1.9417 0.10
H -4.5138 0.5540 1.0149 0.12
H -6.3670 -0.2996 -0.3649 0.13
H -2.2158 3.0501 1.5801 0.12
H -1.4183 5.3057 1.0279 0.13
H 0.0674 6.7637 -0.2496 0.12
H 1.7539 7.0732 -2.0175 0.12
H 2.5321 5.1285 -3.3450 0.12
H 1.6340 2.9050 -2.9386 0.13
H -2.0851 2.8098 -2.6248 0.12
H -3.3400 2.9160 -4.7120 0.12
H -2.7069 1.4910 -6.6393 0.12
H -0.7986 -0.0517 -6.4597 0.12
H 1.0697 -0.9726 -5.1758 0.13
H 2.3072 -1.1635 -3.0634 0.13
H 4.3837 -1.2815 -0.0608 0.12
H 4.9311 -3.6987 0.0322 0.13
H 4.1973 -6.0000 0.1198 0.09
H 3.3949 -6.1844 -1.4349 0.10
H 2.4707 -6.3850 0.0452 0.08
H 0.8760 -4.6539 -0.9401 0.13
H 0.3228 -2.2591 -1.0465 0.12
S 0.9156 -4.7354 2.8430 1.19
C 1.3827 -3.1623 2.4519 -0.40
N 0.4180 -2.2734 2.3676 0.04
C -0.8229 -2.8508 2.6601 -0.25
C -2.0485 -2.1947 2.7741 0.00
C -3.1587 -2.9416 3.0986 -0.04
C -3.0708 -4.3231 3.3261 -0.05
C -1.8600 -4.9740 3.2578 -0.06
C -0.7357 -4.2167 2.9278 -0.43
H 2.4135 -2.9153 2.2483 0.10
H -2.1306 -1.1242 2.6507 0.09
H -4.1160 -2.4498 3.1958 0.12
H -3.9612 -4.8788 3.5817 0.12
H -1.7798 -6.0318 3.4637 0.12
```

Spin multiplicity ... 1
Charge ... +2
E ... -4493.1069 Eh
Relative energy (zero: lowest compared OMol25 entry of this formula, charge and spin) ... 0.161 eV
LUMO energy ... -5.121 eV
Largest force on an atom ... 0.76 eV Å⁻¹
Gap between HOMO and LUMO ... 7.99 eV

***

(4)
Here is a structure of composition C60H47FGeNOsP3 from OMol25. Energies are from wB97M-V/def2-TZVPD.

Structure (XYZ):
```
114
Properties=species:S:1:pos:R:3:lowdin_charge:R:1
Os 0.1141 0.4754 0.2779 1.02
F 1.3698 1.5499 1.4966 -0.66
Ge 2.4116 2.4542 2.5498 1.03
C 1.8158 4.1360 1.7622 -0.23
C 2.4502 5.3149 2.1409 -0.10
C 2.1642 6.5285 1.5354 -0.04
C 1.2363 6.5639 0.5104 -0.04
C 0.6023 5.3974 0.1120 -0.10
C 0.8539 4.1623 0.7164 -0.29
P -0.2661 2.8479 -0.0342 1.02
C -1.9470 3.3210 0.4662 -0.38
C -2.9855 2.5018 0.0187 -0.12
C -4.3028 2.8272 0.2899 -0.06
C -4.5985 3.9641 1.0307 -0.06
C -3.5717 4.7649 1.5064 -0.06
C -2.2487 4.4510 1.2231 -0.07
C -0.2045 3.2195 -1.8102 -0.38
C 1.0329 3.1117 -2.4462 -0.10
C 1.1443 3.3701 -3.7997 -0.06
C 0.0171 3.7233 -4.5341 -0.05
C -1.2136 3.8329 -3.9063 -0.06
C -1.3270 3.5906 -2.5427 -0.08
C 1.5620 1.6693 4.1178 -0.23
C 1.9634 2.0979 5.3794 -0.10
C 1.4026 1.5901 6.5396 -0.04
C 0.4079 0.6343 6.4392 -0.03
C -0.0141 0.2055 5.1910 -0.10
C 0.5408 0.6895 4.0014 -0.29
P -0.3117 -0.1483 2.5454 1.00
C -2.0547 0.0625 3.0166 -0.36
C -2.9320 -0.9976 3.2257 -0.07
C -4.2303 -0.7484 3.6511 -0.05
C -4.6465 0.5497 3.9013 -0.05
C -3.7633 1.6081 3.7252 -0.06
C -2.4790 1.3666 3.2741 -0.10
C 0.0518 -1.9134 2.7534 -0.36
C -0.5455 -2.8047 1.8592 -0.13
C -0.3553 -4.1669 1.9976 -0.06
C 0.4648 -4.6541 3.0080 -0.06
C 1.0992 -3.7733 3.8678 -0.06
C 0.8941 -2.4057 3.7452 -0.07
C 3.9890 1.6043 1.7854 -0.23
C 5.2404 1.9577 2.2796 -0.10
C 6.4087 1.3916 1.7945 -0.04
C 6.3253 0.4404 0.7945 -0.03
C 5.0866 0.0758 0.2913 -0.14
C 3.8884 0.6375 0.7491 -0.30
P 2.4393 -0.1300 -0.1652 1.03
C 2.7001 -1.9200 0.1170 -0.34
C 3.5992 -2.4224 1.0561 -0.09
C 3.7933 -3.7904 1.1816 -0.06
C 3.0927 -4.6725 0.3766 -0.06
C 2.1605 -4.1834 -0.5280 -0.06
C 1.9515 -2.8208 -0.6422 -0.10
C 2.8115 0.1646 -1.9339 -0.35
C 1.9064 -0.3515 -2.8631 -0.12
C 2.1187 -0.2016 -4.2223 -0.06
C 3.2253 0.5002 -4.6794 -0.06
C 4.0973 1.0704 -3.7660 -0.06
C 3.8933 0.9079 -2.4018 -0.09
H 3.1963 5.2952 2.9279 0.11
H 2.6690 7.4299 1.8549 0.12
H 1.0023 7.4944 0.0109 0.12
H -0.1159 5.4616 -0.6962 0.11
H -2.7718 1.6137 -0.5668 0.09
H -5.0979 2.1887 -0.0722 0.12
H -5.6285 4.2203 1.2422 0.12
H -3.7974 5.6480 2.0897 0.12
H -1.4641 5.0944 1.5970 0.10
H 1.9151 2.8397 -1.8789 0.10
H 2.1085 3.2958 -4.2837 0.11
H 0.1043 3.9243 -5.5937 0.12
H -2.0897 4.1200 -4.4725 0.12
H -2.2919 3.6939 -2.0632 0.10
H 2.7367 2.8532 5.4695 0.11
H 1.7365 1.9406 7.5066 0.12
H -0.0525 0.2223 7.3271 0.12
H -0.8051 -0.5333 5.1508 0.12
H -2.6126 -2.0200 3.0814 0.10
H -4.9078 -1.5767 3.8102 0.11
H -5.6528 0.7377 4.2517 0.12
H -4.0753 2.6197 3.9450 0.11
H -1.7919 2.1960 3.1560 0.10
H -1.1654 -2.4316 1.0506 0.08
H -0.8391 -4.8506 1.3122 0.12
H 0.6151 -5.7202 3.1162 0.12
H 1.7528 -4.1482 4.6444 0.12
H 1.3842 -1.7331 4.4363 0.10
H 5.3172 2.6959 3.0706 0.11
H 7.3675 1.6855 2.1992 0.12
H 7.2178 -0.0278 0.4017 0.12
H 5.0595 -0.6814 -0.4822 0.12
H 4.1648 -1.7590 1.6945 0.10
H 4.5041 -4.1623 1.9079 0.12
H 3.2603 -5.7381 0.4614 0.12
H 1.5873 -4.8658 -1.1419 0.12
H 1.1944 -2.4707 -1.3302 0.09
H 1.0153 -0.8690 -2.5355 0.06
H 1.4138 -0.6280 -4.9244 0.12
H 3.3964 0.6155 -5.7416 0.12
H 4.9503 1.6404 -4.1108 0.12
H 4.5882 1.3725 -1.7172 0.10
N -0.9621 -0.3319 -0.7785 -0.19
C -1.8833 -0.5944 -1.7778 -0.37
C -1.7444 0.0412 -3.0158 -0.03
C -2.6929 -0.1948 -3.9962 -0.06
C -3.7601 -1.0489 -3.7483 -0.06
C -3.8905 -1.6734 -2.5130 -0.06
C -2.9558 -1.4506 -1.5171 -0.02
H -0.9154 0.7169 -3.1877 0.10
H -2.5996 0.2931 -4.9575 0.11
H -4.4966 -1.2279 -4.5199 0.11
H -4.7246 -2.3358 -2.3252 0.12
H -3.0482 -1.9230 -0.5480 0.11
```

Spin multiplicity ... 1
Charge ... +2
E ... -5660.4289 Eh
Relative energy (zero: lowest compared OMol25 entry of this formula, charge and spin) ... 0.000 eV
LUMO energy (alpha / beta) ... -5.297 / -5.297 eV
Largest force on an atom ... 0.27 eV Å⁻¹
Gap between HOMO and LUMO (alpha / beta) ... 7.19 / 7.19 eV

***

- The highest largest force on an atom belongs to which entry?
  C24H22N5O12